Entry 1:
{
  "formula": "C17H19ClN2O2",
  "method": "ωB97M-V/def2-TZVPD",
  "smiles": "O=C1C(Cl)=C(NC2CCCCC2)C(=O)N1Cc1ccccc1",
  "symbols": ["Cl", "O", "O", "N", "N", "C", "C", "C", "C", "C", "C", "C", "C", "C", "C", "C", "C", "C", "C", "C", "C", "C", "H", "H", "H", "H", "H", "H", "H", "H", "H", "H", "H", "H", "H", "H", "H", "H", "H", "H", "H"],
  "positions_angstrom": [[1.000, 3.399, 0.770], [-2.048, 3.290, -0.113], [-0.635, -0.642, -1.924], [-1.679, 1.271, -1.169], [1.723, 0.417, -0.771], [2.734, -1.294, 1.399], [0.556, 1.055, -0.677], [-5.099, -1.227, 1.407], [2.943, 0.758, -0.072], [-0.638, 0.418, -1.347], [-3.792, 0.234, -0.560], [4.152, 0.186, -0.829], [-1.294, 2.401, -0.411], [2.902, 0.229, 1.366], [-3.828, -1.153, -0.626], [3.525, -1.984, 0.277], [4.678, -1.105, -0.195], [-4.482, -1.880, 0.353], [0.124, 2.221, -0.130], [-4.404, 0.884, 0.504], [-3.044, 1.027, -1.601], [-5.056, 0.155, 1.482], [3.910, -2.941, 0.631], [5.286, -1.644, -0.924], [-5.533, 0.667, 2.305], [3.073, -1.657, 2.370], [-3.338, -1.660, -1.444], [-5.611, -1.795, 2.170], [3.858, -0.005, -1.862], [2.996, 1.850, -0.046], [3.831, 0.519, 1.857], [-4.510, -2.958, 0.294], [-3.509, 2.005, -1.749], [1.677, -1.549, 1.312], [-4.361, 1.962, 0.563], [4.952, 0.926, -0.852], [2.873, -2.199, -0.573], [1.665, -0.501, -1.195], [2.082, 0.705, 1.904], [-2.998, 0.482, -2.547], [5.319, -0.872, 0.656]],
  "mulliken_charge": [-0.206, -0.640, -0.675, 0.210, -0.164, -0.698, 0.531, -0.385, -0.088, 0.375, 0.726, -1.047, 0.364, -0.719, -0.277, -0.672, -0.616, -0.636, -0.019, -0.283, -1.618, -0.651, 0.401, 0.411, 0.373, 0.422, 0.382, 0.375, 0.340, 0.470, 0.446, 0.372, 0.498, 0.240, 0.414, 0.291, 0.270, 0.259, 0.384, 0.518, 0.325]
}

***

Entry 2:
{
  "formula": "C17H19ClN2O3",
  "method": "ωB97M-V/def2-TZVPD",
  "smiles": "COc1ccc(NC(=O)NCCc2ccc(Cl)cc2)cc1OC",
  "symbols": ["Cl", "O", "O", "O", "N", "N", "C", "C", "C", "C", "C", "C", "C", "C", "C", "C", "C", "C", "C", "C", "C", "C", "C", "H", "H", "H", "H", "H", "H", "H", "H", "H", "H", "H", "H", "H", "H", "H", "H", "H", "H", "H"],
  "positions_angstrom": [[-4.272, 2.369, 6.730], [-2.706, -1.744, -0.543], [3.485, -0.104, -1.192], [3.949, 0.025, -3.503], [-1.326, -0.077, -0.394], [-1.052, -1.540, -2.078], [1.424, -1.014, -1.462], [-1.718, -1.298, -0.980], [3.304, -0.204, 0.335], [-1.540, 1.841, 3.822], [-2.039, 0.379, 0.759], [-3.233, 0.120, 3.590], [2.442, -0.412, -2.008], [-1.311, 0.116, 2.000], [-3.810, 0.469, 4.910], [-1.929, 0.535, 3.238], [1.777, -0.739, -4.174], [2.602, -0.416, -3.235], [0.346, -1.249, -2.429], [-3.256, 1.756, 5.515], [-2.500, 2.374, 4.865], [0.611, -0.966, -3.762], [4.378, -0.001, -4.910], [2.382, 0.318, 0.492], [3.813, 0.688, -5.365], [-0.192, 0.720, 1.959], [-0.795, 2.483, 3.500], [4.317, -1.083, -5.581], [-1.562, -2.198, -2.649], [-1.266, -0.978, 2.067], [-0.751, 0.464, -0.766], [4.189, 0.085, 0.576], [-2.188, 1.657, 0.564], [-4.604, -0.149, 5.281], [0.943, -1.092, -0.469], [-0.158, -1.696, -4.420], [-2.188, 3.351, 5.311], [1.972, -0.798, -5.306], [-3.197, -0.881, 3.346], [3.149, -1.075, 0.654], [-2.994, -0.176, 0.755], [5.503, 0.141, -5.043]],
  "mulliken_charge": [-0.209, -0.632, -0.464, -0.353, 0.031, -0.061, -0.406, 0.371, -1.161, -0.616, -0.753, -0.992, 0.638, 0.040, -0.354, 0.632, -0.920, 0.872, 0.119, 0.443, -0.615, -0.637, -0.887, 0.387, 0.466, -0.148, 0.413, 0.221, 0.309, 0.244, 0.230, 0.374, 0.115, 0.399, 0.642, 0.100, 0.244, 0.289, 0.428, 0.529, 0.442, 0.229]
}

***

Entry 3:
{
  "formula": "C17H19ClO3RhS",
  "method": "ωB97M-V/def2-TZVPD",
  "total_charge": 1,
  "symbols": ["Rh", "Cl", "S", "O", "O", "O", "C", "C", "C", "C", "C", "C", "C", "C", "C", "C", "C", "C", "C", "C", "C", "C", "C", "H", "H", "H", "H", "H", "H", "H", "H", "H", "H", "H", "H", "H", "H", "H", "H", "H", "H", "H"],
  "positions_angstrom": [[0.078, -0.178, -0.999], [-1.758, 0.386, -2.821], [1.936, 1.171, 0.933], [-0.922, 0.519, 0.794], [1.833, -0.051, -0.010], [-0.505, -2.037, -0.624], [-2.134, 0.511, 2.783], [-1.875, -3.712, 0.124], [-0.322, 1.392, -2.874], [-0.465, 2.781, -2.916], [-1.414, -2.378, 0.250], [-2.821, -4.229, 0.965], [0.996, -0.700, -2.712], [-1.975, -1.571, 1.295], [-1.627, -0.184, 1.545], [0.665, 3.563, -2.943], [-3.367, -3.453, 1.997], [2.068, 1.605, -2.879], [1.906, 0.441, 2.571], [3.685, 1.544, 0.811], [-2.939, -2.164, 2.149], [0.938, 0.752, -2.903], [1.932, 2.969, -2.917], [-4.113, -3.868, 2.657], [3.047, 1.143, -2.875], [-1.456, 3.211, -2.924], [3.861, 1.925, -0.192], [0.929, -0.023, 2.690], [-1.666, 1.490, 2.849], [0.576, 4.639, -2.980], [3.923, 2.313, 1.545], [2.811, 3.599, -2.940], [4.261, 0.639, 0.988], [-3.148, -5.252, 0.833], [-3.365, -1.570, 2.943], [1.981, -1.136, -2.595], [2.030, 1.235, 3.306], [-3.214, 0.652, 2.718], [-1.938, -0.067, 3.685], [0.316, -1.296, -3.310], [-1.441, -4.308, -0.667], [2.696, -0.302, 2.653]],
  "mulliken_charge": [0.802, -0.110, 0.749, -0.520, -0.561, -0.635, -1.705, -0.681, 1.421, -0.754, 1.033, -0.343, -0.713, -0.149, 1.410, -0.428, -0.935, -0.735, -0.927, -1.050, -0.855, -0.111, -0.697, 0.407, 0.490, 0.475, 0.299, 0.165, 0.368, 0.411, 0.444, 0.453, 0.349, 0.397, 0.360, 0.378, 0.435, 0.512, 0.435, 0.282, 0.467, 0.367]
}

***

Entry 4:
{
  "formula": "C17H19FN2O4S",
  "method": "ωB97M-V/def2-TZVPD",
  "smiles": "O=C(NCc1ccco1)c1ccc(F)c(S(=O)(=O)N2CCCCC2)c1",
  "symbols": ["S", "F", "O", "O", "O", "O", "N", "N", "C", "C", "C", "C", "C", "C", "C", "C", "C", "C", "C", "C", "C", "C", "C", "C", "C", "H", "H", "H", "H", "H", "H", "H", "H", "H", "H", "H", "H", "H", "H", "H", "H", "H", "H", "H"],
  "positions_angstrom": [[-1.905, 0.016, 0.851], [-2.745, 2.812, 0.176], [3.462, 2.889, -0.894], [-2.612, 0.381, 2.042], [4.643, -0.988, -0.827], [-1.034, -1.125, 0.899], [-2.930, -0.058, -0.456], [3.377, 1.285, 0.693], [-0.618, 3.729, -0.239], [4.790, 0.961, 0.641], [-2.648, -1.133, -1.382], [5.412, -2.678, 0.394], [-1.414, 2.651, 0.114], [4.998, -0.493, 0.378], [4.897, -2.305, -0.807], [-0.864, 1.412, 0.384], [-4.196, -2.282, 0.228], [-4.343, 0.160, -0.211], [1.328, 2.316, -0.020], [0.505, 1.245, 0.315], [-3.113, -2.494, -0.834], [2.817, 2.194, -0.135], [0.751, 3.551, -0.308], [-5.130, -1.158, -0.210], [5.474, -1.496, 1.171], [0.885, 0.252, 0.502], [-1.075, 4.682, -0.455], [5.708, -3.662, 0.694], [-4.750, -3.208, 0.385], [-3.727, -2.001, 1.174], [4.672, -2.862, -1.695], [-4.721, 0.849, -0.973], [5.275, 1.229, 1.585], [-5.511, -1.375, -1.211], [2.798, 0.739, 1.311], [-2.268, -3.016, -0.386], [5.830, -1.404, 2.177], [-4.410, 0.649, 0.761], [-3.501, -3.100, -1.654], [5.207, 1.568, -0.169], [-1.573, -1.132, -1.562], [1.400, 4.366, -0.591], [-3.158, -0.890, -2.318], [-5.981, -1.076, 0.465]],
  "mulliken_charge": [1.286, -0.309, -0.665, -0.725, -0.284, -0.675, 0.118, -0.149, -0.694, -0.816, -0.854, -0.340, 0.488, 0.442, -0.442, -0.362, -0.597, -0.807, 0.506, -0.491, -0.582, 0.367, -0.608, -0.622, -0.552, 0.617, 0.471, 0.418, 0.430, 0.237, 0.450, 0.298, 0.305, 0.316, 0.219, 0.273, 0.443, 0.462, 0.407, 0.373, 0.300, 0.480, 0.479, 0.385]
}

***

Entry 5:
{
  "formula": "C17H19FN4O4",
  "method": "ωB97M-V/def2-TZVPD",
  "symbols": ["F", "O", "O", "O", "O", "N", "N", "N", "N", "C", "C", "C", "C", "C", "C", "C", "C", "C", "C", "C", "C", "C", "C", "C", "C", "C", "H", "H", "H", "H", "H", "H", "H", "H", "H", "H", "H", "H", "H", "H", "H", "H", "H", "H", "H"],
  "positions_angstrom": [[7.551, -1.637, 0.100], [-4.125, 0.439, 1.628], [-1.586, -0.464, -1.539], [-1.958, 2.790, -1.253], [-3.343, -1.623, -1.820], [-0.198, 1.452, -0.105], [-3.234, 1.428, 1.330], [-2.610, -0.833, -1.029], [2.520, 0.530, 0.158], [3.687, 0.045, 0.187], [0.858, 2.375, -0.793], [1.812, 1.180, -0.995], [1.574, 0.683, 1.405], [-5.151, -1.702, 0.616], [5.645, -0.645, 1.423], [-2.551, 1.060, 0.240], [-6.106, -1.381, -0.315], [4.532, 0.007, 1.238], [4.325, -0.194, -1.034], [0.198, 0.641, 0.923], [-4.445, -2.986, 0.930], [-1.552, 2.074, -0.313], [-3.192, -0.288, 0.000], [5.464, -0.795, -0.936], [6.196, -1.086, 0.017], [-4.205, -0.536, 0.747], [-3.839, -3.134, 1.594], [4.047, 0.389, 2.208], [6.042, -1.035, -2.256], [0.075, -0.403, 0.200], [-4.142, -3.147, -0.155], [1.808, 1.853, 1.881], [0.435, 2.743, -1.619], [-6.790, -2.134, -0.305], [-6.452, -0.303, -0.431], [3.754, -0.137, -1.855], [1.442, 0.388, -1.629], [1.270, 3.039, -0.275], [6.222, -1.028, 2.227], [1.882, -0.184, 1.938], [2.648, 1.558, -1.736], [-0.455, 0.548, 1.658], [-5.587, -1.574, -1.370], [-5.429, -3.592, 1.164], [-5.818, -1.311, 1.639]],
  "mulliken_charge": [-0.316, -0.224, -0.554, -0.594, -0.616, 0.302, -0.649, 0.721, 0.069, 1.370, -1.637, -0.673, -1.334, 0.803, -0.762, -0.074, -1.358, -0.422, -0.716, -0.874, -1.424, 0.279, 1.902, -0.582, 0.273, -0.819, 0.560, 0.256, 0.096, 0.234, 0.331, 0.227, 0.598, 0.469, 0.316, 0.521, 0.502, 0.576, 0.456, 0.672, 0.508, 0.908, 0.228, 0.260, 0.192]
}

***

Number 1: HOMO-LUMO gap 8.38 eV. Number 2: HOMO-LUMO gap 8.68 eV. Number 3: HOMO-LUMO gap 6.77 eV. Number 4: HOMO-LUMO gap 9.36 eV. Number 5: HOMO-LUMO gap 6.60 eV.